# 1
Here is an isolated molecule of C6H12O from the Open Molecules 2025 dataset. Energies are from the ωB97M-V functional and the def2-TZVPD basis.

DFT total energy: -310.9669 Ha
highest occupied orbital energy: -0.3123 Eh
2S+1: 1
orbital gap: 9.41 eV
relative energy (zero: lowest compared OMol25 entry of this formula, charge and spin): 242.4 kJ/mol
LUMO: 0.0337 Ha

```
19
Properties=species:S:1:pos:R:3:forces:R:3
C -2.14635 -1.40206 0.27386 -0.06 0.00 0.04
C -0.71327 -1.32287 -0.24543 0.00 -0.11 -0.06
C -0.00401 -0.02072 0.15290 -0.04 0.06 -0.13
C 1.45329 -0.02475 -0.32626 0.10 -0.05 -0.06
C 2.22338 1.22660 0.09000 0.04 0.06 0.02
C -0.69689 1.09150 -0.58574 0.01 -0.01 0.41
O -1.19103 1.94115 0.29396 0.00 0.01 -0.35
H -2.60987 -2.35691 0.00744 0.05 0.12 0.05
H -2.16610 -1.30486 1.36541 -0.03 -0.03 -0.13
H -2.77235 -0.60218 -0.13954 0.12 -0.12 0.04
H -0.13020 -2.16976 0.13865 -0.06 0.13 -0.04
H -0.70275 -1.39642 -1.34016 -0.01 -0.01 0.14
H -0.03599 0.10329 1.24975 -0.05 0.05 -0.18
H 1.44971 -0.12330 -1.41896 0.04 0.02 0.14
H 1.94684 -0.91798 0.07704 -0.07 0.10 -0.05
H 3.26487 1.17579 -0.24264 -0.12 0.01 0.07
H 2.21667 1.34156 1.18036 0.03 -0.01 -0.15
H 1.78547 2.13644 -0.33849 0.04 -0.18 0.04
H -1.62618 2.64416 -0.21218 0.02 -0.04 0.17
```
Forces are in eV/Å.



# 2
Here is a cluster of 3 separate species, C4H10OS2 in total in a non-equilibrium geometry from the Open Molecules 2025 dataset. Energies are from the ωB97M-V functional and the def2-TZVPD basis.

DFT total energy: -1029.8048 Ha
highest occupied orbital energy: -0.2343 Eh
2S+1: 1
orbital gap: 2.60 eV
relative energy (zero: lowest compared OMol25 entry of this formula, charge and spin): 596.0 kJ/mol
LUMO: -0.1388 Ha

```
17
Properties=species:S:1:pos:R:3:forces:R:3
C -1.67464 0.07685 0.74387 1.76 -0.59 0.53
C -1.91961 -0.44395 2.02080 0.96 1.92 -0.42
O -3.01845 -2.79195 0.70987 -0.46 0.66 0.91
C -2.48130 0.71772 -0.12934 -1.90 1.83 0.42
S 2.13640 0.20795 -1.22813 0.64 0.31 1.05
S 3.92604 0.76438 -0.40758 -1.06 -0.44 -1.11
C 4.74182 1.07368 -2.01120 1.91 3.80 1.28
H -3.53900 0.99110 0.16640 1.15 -0.67 -0.69
H -0.62111 0.07471 0.42344 -0.34 -0.43 0.19
H -1.02845 -0.55941 2.61992 0.02 -0.75 0.05
H -2.78468 -0.17552 2.59087 -0.81 -0.31 -0.04
H -2.60115 -1.99891 1.13719 -0.29 -0.99 -0.59
H -3.85727 -2.86911 1.20727 0.57 -0.13 -0.46
H -2.01590 1.30723 -0.92413 -0.36 -0.55 -0.02
H 4.40462 2.12009 -2.34091 0.07 -1.78 0.07
H 4.45584 0.28438 -2.61593 -0.39 -1.18 -1.49
H 5.87684 1.22078 -1.96239 -1.46 -0.70 0.32
```
Forces are in eV/Å.